This record from the OMol25 dataset describes C28H23HfN5S6 as an isolated structure. The level of theory is the ωB97M-V functional and the def2-TZVPD basis.

```
! wB97M-V def2-TZVPD RIJCOSX def2/J DEFGRID3
* xyz 2 1
Hf -0.16086 -0.31828 0.38353
C 2.59103 1.29334 0.86024
N 1.24837 1.60259 0.30937
C 0.67861 2.75096 1.04290
C -0.79951 2.85680 0.80376
C -1.47428 4.04664 1.01173
C -2.83999 4.08669 0.79733
C -3.48825 2.93495 0.37304
C -2.74946 1.78727 0.19239
N -1.41895 1.73780 0.40139
C 1.31791 1.90140 -1.14681
C 1.65760 0.64027 -1.90358
C 2.08205 0.68593 -3.21153
C 2.43882 -0.50506 -3.83365
C 2.40246 -1.68229 -3.10747
C 1.94464 -1.64913 -1.80411
N 1.54052 -0.50998 -1.21251
C 2.48547 0.38675 2.05687
C 3.48474 0.33422 3.01123
C 3.37903 -0.58325 4.04400
C 2.27340 -1.41994 4.10112
C 1.31091 -1.30398 3.12350
N 1.40727 -0.41608 2.11511
H 3.11317 2.21990 1.11710
H 3.17830 0.79145 0.09095
H 1.18732 3.67433 0.74621
H 0.88289 2.60674 2.10783
H -0.93185 4.92687 1.32814
H -3.39117 5.00456 0.94998
H -4.55057 2.92064 0.17870
H -3.21497 0.87032 -0.14046
H 2.08112 2.65912 -1.35529
H 0.35237 2.30263 -1.46364
H 2.15104 1.63275 -3.72861
H 2.76677 -0.50435 -4.86388
H 2.71206 -2.62366 -3.53794
H 1.89689 -2.53977 -1.19546
H 4.33545 0.99734 2.93670
H 4.15388 -0.64665 4.79538
H 2.15378 -2.15141 4.88654
H 0.43034 -1.93424 3.13003
S -0.08556 -5.32794 -4.75591
C -0.40230 -4.33527 -3.52464
S -1.20796 -2.79487 -3.69523
C -1.07762 -2.29693 -2.03033
C -0.49272 -3.15994 -1.18031
S -0.09766 -2.83570 0.51644
S 0.05337 -4.66597 -1.86348
S -1.62531 -0.67318 -1.60334
S -3.96140 -1.78415 2.84860
C -2.86599 -1.43089 1.61480
N -1.89387 -0.60062 1.90935
C -2.03975 -0.13258 3.22443
C -1.24144 0.82153 3.86010
C -1.54373 1.17100 5.15728
C -2.62859 0.58816 5.83187
C -3.43054 -0.34268 5.21164
C -3.12380 -0.69170 3.89472
H -2.94742 -1.90199 0.64571
H -0.39747 1.27435 3.35597
H -0.93885 1.90862 5.66564
H -2.84123 0.88025 6.85017
H -4.27183 -0.78329 5.72696
*
```

Summary:
Kohn-Sham gap: 5.78 eV
maximum force: 0.01132 hartree/bohr
DFT total energy: -103170.1736 eV
lowest unoccupied orbital energy: -6.3 eV

These are the Mulliken partial charges, in e, on atoms 1 to 2: Hf 0.154; C -1.320

This record from the OMol25 dataset describes C28H24BrN5O3Ti as an isolated structure in a non-equilibrium geometry. The level of theory is the ωB97M-V functional and the def2-TZVPD basis.

```
! wB97M-V def2-TZVPD RIJCOSX def2/J DEFGRID3
* xyz 0 1
Ti -0.60200 0.76954 -0.06796
O -1.42196 5.35391 -2.69532
C -2.50103 4.58823 -3.02277
C -3.47406 5.14220 -3.84398
C -4.58462 4.39271 -4.19592
C -4.73831 3.09418 -3.72920
C -3.76031 2.54052 -2.91776
C -2.63608 3.27374 -2.56902
C -1.52728 2.67604 -1.74300
O -1.75999 1.35689 -1.34977
N -1.29575 3.49893 -0.56259
N -0.61640 2.71232 0.43618
C -0.55251 3.48322 1.59623
C -0.30167 3.10322 2.82431
Br -2.16818 0.32698 1.78113
C -0.03726 2.73442 4.05146
C 1.31824 2.55781 4.60159
C 1.49400 1.78136 5.74591
C 2.76268 1.53694 6.24949
C 3.87749 2.07095 5.61882
C 3.71168 2.86130 4.48738
C 2.44425 3.10552 3.98559
H -1.01128 4.98844 -1.89152
H -3.34606 6.16026 -4.18696
H -5.34127 4.83199 -4.83338
H -5.61237 2.51624 -3.99721
H -3.84922 1.52752 -2.54821
H -0.59837 2.70091 -2.33930
H -2.20249 3.79135 -0.19401
H -0.80394 4.53352 1.45736
H -0.86155 2.47758 4.71199
H 0.62570 1.35410 6.23363
H 2.88099 0.92776 7.13652
H 4.86833 1.88290 6.01113
H 4.57543 3.29483 3.99933
H 2.31542 3.72668 3.10677
O 1.00146 -3.05438 0.16733
C 0.56777 -1.93616 0.41626
N -0.42432 -1.28271 -0.20904
C -0.67408 -1.69352 -1.57209
C 0.23388 -0.84558 -2.44169
C 0.61590 -1.19891 -3.72679
C 1.47617 -0.37364 -4.42752
C 1.94012 0.79005 -3.82842
C 1.50613 1.08486 -2.55269
N 0.67225 0.28902 -1.87531
C 1.28331 -1.07504 1.42619
C 2.15571 -1.61897 2.34791
C 2.92199 -0.76205 3.12053
C 2.81772 0.60544 2.91931
C 1.91402 1.07049 1.98024
N 1.14363 0.24910 1.26368
H -0.43226 -2.74729 -1.72513
H -1.71719 -1.52871 -1.85437
H 0.24818 -2.12094 -4.15622
H 1.79222 -0.63740 -5.42822
H 2.62154 1.45659 -4.33664
H 1.82949 1.98325 -2.04066
H 2.23217 -2.69476 2.41106
H 3.61135 -1.15573 3.85617
H 3.41394 1.31076 3.48108
H 1.79752 2.12799 1.78808
*
```

Summary:
Kohn-Sham gap (alpha / beta): 7.43 / 7.43 eV
maximum force: 0.02242 hartree/bohr
DFT total energy: -136178.0149 eV
lowest unoccupied orbital energy (alpha / beta): -0.3 / -0.3 eV

These are the Mulliken partial charges, in e, on atoms 1 to 2: Ti -0.182; O -0.688

This record from the OMol25 dataset describes C28H24CuN6O3S2 as an isolated structure in a non-equilibrium geometry. The level of theory is the ωB97M-V functional and the def2-TZVPD basis.

```
! wB97M-V def2-TZVPD RIJCOSX def2/J DEFGRID3
* xyz -1 1
Cu 0.62910 -1.40025 0.19626
C -0.63925 4.87016 -5.33941
O 0.50779 4.05235 -5.30690
C 1.40984 4.29703 -4.30182
C 2.32913 3.28880 -4.02473
C 3.21616 3.42394 -2.97861
C 3.22524 4.57894 -2.18084
C 2.36865 5.61867 -2.53579
C 1.45534 5.47476 -3.57001
N 4.19682 4.80091 -1.19519
N 4.60409 3.90029 -0.42050
C 3.96893 2.69345 -0.22927
C 4.80136 1.61562 0.11137
C 4.35874 0.31514 0.18159
C 2.99215 -0.00602 0.00443
O 2.55087 -1.18346 -0.09556
C 2.08010 1.13342 -0.06315
N 0.77549 0.84711 0.09821
C -0.11219 1.81340 0.02034
C 0.24902 3.15130 -0.16541
C 1.58063 3.47439 -0.26309
C 2.55383 2.45749 -0.24503
H -1.32176 4.41292 -6.05262
H -0.40450 5.88720 -5.67058
H -1.11710 4.91857 -4.35606
H 2.32091 2.39125 -4.62970
H 3.92063 2.63166 -2.76035
H 2.40106 6.54058 -1.96823
H 0.78426 6.29194 -3.79821
H 5.85711 1.83358 0.22629
H 5.05336 -0.50257 0.32355
H -1.15282 1.52420 0.13245
H -0.50915 3.92400 -0.17379
H 1.88008 4.51115 -0.31464
O -1.42081 -1.44667 -0.13403
N -2.03483 -2.61030 -0.13000
C -3.38377 -2.59423 -0.19219
C -4.14805 -3.72981 -0.15809
C -3.49618 -4.96572 -0.07469
C -2.12777 -4.98502 -0.04746
C -1.34568 -3.80576 -0.06955
S 0.34228 -3.85145 -0.02368
H -3.81552 -1.60784 -0.28461
H -5.22526 -3.65456 -0.20580
H -4.06477 -5.88602 -0.03540
H -1.57775 -5.91348 -0.00813
N -1.68454 0.20942 2.74395
C -1.15104 -1.03632 2.94131
S 0.49349 -1.20081 3.00884
N -2.10390 -1.99062 3.12725
C -2.04710 -3.34858 3.48912
C -0.89828 -4.02081 3.90089
C -0.98131 -5.35376 4.27200
C -2.18960 -6.03265 4.24692
C -3.33404 -5.36310 3.84308
C -3.26313 -4.03449 3.46973
H -1.00687 0.88582 2.43081
H -2.58714 0.27470 2.29636
H -3.04237 -1.68461 2.92376
H 0.04673 -3.50801 3.91877
H -0.08028 -5.86345 4.58795
H -2.24018 -7.07299 4.54265
H -4.28733 -5.87624 3.81620
H -4.15896 -3.51454 3.14903
*
```

Summary:
Kohn-Sham gap: 5.82 eV
maximum force: 0.02117 hartree/bohr
DFT total energy: -110819.1457 eV
lowest unoccupied orbital energy: 2.5 eV

These are the Mulliken partial charges, in e, on atoms 1 to 2: Cu -0.019; C -0.851

This record from the OMol25 dataset describes C28H24GaGeN4O3S2 as an isolated structure. The level of theory is the ωB97M-V functional and the def2-TZVPD basis.

```
! wB97M-V def2-TZVPD RIJCOSX def2/J DEFGRID3
* xyz 3 1
Ga -0.22556 -0.85103 1.38351
C 4.58752 -2.32571 1.79911
N 3.63191 -2.60372 0.71662
C 3.83228 -3.51646 -0.29856
C 2.74197 -3.49880 -1.07814
N 1.85206 -2.56088 -0.53694
C 2.44399 -2.02014 0.56839
S 1.97074 -0.75760 1.66164
C 0.57409 -2.29036 -1.11226
C 0.11339 -3.07997 -2.15304
C -1.07013 -2.73592 -2.78325
C -1.76873 -1.61085 -2.36799
C -1.28766 -0.92338 -1.28205
N -0.13650 -1.24999 -0.64641
H 5.43737 -2.98803 1.66949
H 4.11384 -2.51867 2.75901
H 4.91951 -1.29135 1.74353
H 4.73652 -4.09550 -0.37583
H 2.54015 -4.05444 -1.97209
H 0.64728 -3.95918 -2.47232
H -1.44206 -3.35074 -3.59253
H -2.68525 -1.29893 -2.84738
H -1.83255 -0.08493 -0.86732
O -0.43708 0.02353 3.36155
S -1.85777 0.46463 3.20372
O -2.11905 1.85102 3.25258
N -2.09598 -0.30499 1.72320
C -2.30082 -1.62099 2.11905
O -1.50157 -2.45771 1.62495
C -3.12332 -1.75435 3.32252
C -3.89528 -2.79164 3.80601
C -4.51197 -2.61040 5.04343
C -4.33197 -1.44702 5.78185
C -3.52507 -0.40540 5.31715
C -2.94831 -0.58885 4.08439
H -4.03826 -3.69939 3.23626
H -5.14732 -3.39227 5.43641
H -4.82131 -1.34476 6.74096
H -3.36410 0.49065 5.90093
Ge 1.47542 2.15562 -1.87260
C 1.47391 3.56091 -0.64809
C 2.72540 3.87866 -0.08812
C 2.86632 5.02802 0.66785
C 1.76425 5.84469 0.88805
C 0.51449 5.52728 0.35726
C 0.36496 4.39525 -0.41556
C 0.31433 1.73307 -3.28301
C 0.82979 0.88764 -4.27990
C 0.09618 0.65200 -5.43025
C -1.15333 1.24076 -5.58184
C -1.67989 2.06993 -4.59320
C -0.94980 2.32401 -3.44853
H 2.73570 1.28914 -1.84930
H 3.58435 3.23841 -0.25354
H 3.82933 5.29107 1.08296
H 1.87751 6.74347 1.48009
H -0.33078 6.17595 0.54082
H -0.60401 4.16408 -0.83858
H 1.81020 0.43757 -4.16937
H 0.50072 0.02738 -6.21511
H -1.72050 1.06379 -6.48658
H -2.64742 2.53218 -4.73436
H -1.35215 2.99368 -2.69923
*
```

Summary:
Kohn-Sham gap: 7.62 eV
maximum force: 0.00707 hartree/bohr
DFT total energy: -172065.1884 eV
lowest unoccupied orbital energy: -9.4 eV

These are the Mulliken partial charges, in e, on atoms 1 to 2: Ga 1.072; C -0.837

This record from the OMol25 dataset describes C28H24N2O4 as an isolated structure in a non-equilibrium geometry. The level of theory is the ωB97M-V functional and the def2-TZVPD basis.

```
! wB97M-V def2-TZVPD RIJCOSX def2/J DEFGRID3
* xyz 0 1
C 10.98714 1.61732 -1.08329
C 9.90343 1.82891 -0.25559
O 9.84995 2.82678 0.52724
N 8.82231 0.87637 -0.47833
C 7.56508 0.59336 0.04707
C 6.64331 -0.34279 -0.16423
C 5.36762 -0.57828 0.54582
C 5.04421 0.39917 1.30572
C 5.85522 1.41615 1.75357
C 7.17184 1.55712 1.23118
H 7.71985 2.59918 1.58729
H 5.50581 2.12635 2.56433
H 4.15009 0.03379 1.82440
C 4.64628 -1.49047 -0.08311
O 5.12730 -2.57182 -0.76593
C 3.09751 -1.46737 0.14024
C 2.39475 -2.63020 -0.21792
C 0.87825 -2.55205 -0.13062
C 0.35168 -3.56763 -0.63576
C -1.15615 -3.70255 -0.41960
C -1.94596 -2.65690 -0.22971
C -1.34894 -1.38207 0.38090
C 0.13667 -1.28777 0.24631
H 0.56397 -0.43202 0.65260
H -1.79930 -0.44518 0.30174
C -3.25549 -2.75719 -0.13234
C -4.23107 -2.02156 0.18732
C -5.64262 -1.98855 0.13284
O -6.17420 -3.32385 0.14892
C -6.57646 -1.04143 0.40422
C -6.30615 0.37468 -0.20892
C -7.25574 1.28392 -0.13328
C -8.39608 1.12409 0.67974
C -8.74066 -0.30753 1.11894
C -7.86150 -1.28950 0.97688
H -8.01006 -2.01244 1.37223
H -9.62968 -0.34186 1.47555
H -9.12523 1.91519 1.05150
N -6.89332 2.59741 -0.52464
C -7.68772 3.85852 -0.42250
O -8.56831 3.80383 0.16849
C -6.97055 4.91580 -0.99313
H -5.96544 4.97672 -0.72913
H -6.71846 4.43738 -2.24825
H -7.52897 5.81317 -1.25511
H -5.82746 2.50301 -1.02979
H -5.31236 0.32811 -0.65458
H -3.82549 -0.98762 0.52933
H -3.70328 -3.65862 -0.50853
H -1.75320 -4.60068 -0.77024
H 0.85118 -4.48459 -0.93072
H 2.86338 -3.34674 -0.63048
H 2.97857 -0.41102 0.21987
H 7.05992 -1.00567 -0.91561
H 9.05517 0.14330 -1.04736
H 11.72686 2.47558 -0.76213
H 11.34718 0.57416 -1.05851
H 10.54535 1.68659 -2.15489
*
```

Summary:
Kohn-Sham gap: 7.09 eV
maximum force: 0.36836 hartree/bohr
DFT total energy: -40577.6050 eV
lowest unoccupied orbital energy: -1.3 eV

These are the Mulliken partial charges, in e, on atoms 1 to 2: C -1.113; C 0.740

This record from the OMol25 dataset describes a single C28H24N4O3S molecule in a non-equilibrium geometry. The level of theory is the ωB97M-V functional and the def2-TZVPD basis.

```
! wB97M-V def2-TZVPD RIJCOSX def2/J DEFGRID3
* xyz 0 1
O -1.02582 -0.60411 2.00282
C -1.95031 -1.03990 1.33181
C -2.17607 -2.54329 1.27477
S -1.74964 -3.20538 -0.39236
C -0.77544 -1.86593 -0.95093
N -1.10765 -1.03883 -1.89987
N -0.13503 -0.12635 -1.98718
C 0.77858 -0.38952 -1.07658
C 1.98610 0.39014 -0.89134
C 2.55664 0.55715 0.34875
C 3.79694 1.19799 0.50034
C 4.41567 1.33776 1.76044
C 5.64582 1.92142 1.86963
C 6.30626 2.39832 0.72499
C 5.72789 2.28635 -0.50791
C 4.46018 1.68486 -0.65788
C 3.82730 1.57477 -1.90761
C 2.60048 0.96862 -2.04126
O 2.02204 0.91980 -3.25467
N 0.42778 -1.52193 -0.39731
C 1.16027 -2.29406 0.57644
C 2.61067 -2.36609 0.22618
C 3.23994 -2.62361 -0.95673
C 4.62654 -2.50871 -0.69523
C 4.73298 -2.19669 0.62321
O 3.51893 -2.10907 1.18907
N -2.76441 -0.25388 0.61614
C -2.51713 1.17349 0.56654
C -3.72682 1.90819 1.13015
C -4.98030 1.46135 0.43214
C -6.11693 2.26128 0.44050
C -7.27580 1.85471 -0.19197
C -7.30894 0.63505 -0.84849
C -6.18506 -0.16782 -0.85987
C -5.01801 0.23357 -0.21997
C -3.82059 -0.68193 -0.27153
H -3.20869 -2.82700 1.47006
H -1.52607 -3.01530 2.01191
H 2.04608 0.20350 1.23175
H 3.90063 0.96469 2.63401
H 6.11961 2.02200 2.83509
H 7.27823 2.85805 0.83011
H 6.23237 2.65613 -1.38869
H 4.29955 1.98280 -2.78765
H 1.10841 0.57914 -3.17126
H 0.71420 -3.29757 0.57794
H 1.03689 -1.85651 1.57324
H 2.77861 -2.85890 -1.89442
H 5.42424 -2.64068 -1.39587
H 5.58080 -2.01714 1.25303
H -1.61866 1.38392 1.14882
H -2.34783 1.45978 -0.47736
H -3.59401 2.98521 1.01720
H -3.81229 1.69332 2.20021
H -6.08411 3.21381 0.94975
H -8.15039 2.48753 -0.17721
H -8.20892 0.31112 -1.34896
H -6.20478 -1.11964 -1.37115
H -4.14321 -1.69408 -0.02518
H -3.42768 -0.70187 -1.30059
*
```

Summary:
Kohn-Sham gap: 8.17 eV
maximum force: 0.01968 hartree/bohr
DFT total energy: -52364.3476 eV
lowest unoccupied orbital energy: 0.3 eV
SMILES string: O=C(CSc1nnc(-c2cc3ccccc3cc2O)n1Cc1ccco1)N1CCc2ccccc2C1

These are the Mulliken partial charges, in e, on atoms 1 to 2: O -0.667; C 0.655